{"formula": "C4H32BO24", "method": "ωB97M-V with the def2-TZVPD basis set", "species": ["O", "C", "O", "B", "O", "C", "O", "O", "C", "O", "C", "O", "O", "O", "H", "H", "O", "H", "H", "O", "H", "H", "O", "H", "H", "O", "H", "H", "O", "H", "H", "O", "H", "H", "O", "H", "H", "O", "H", "H", "O", "H", "H", "O", "H", "H", "O", "H", "H", "O", "H", "H", "O", "H", "H", "O", "H", "H", "O", "H", "H"], "coordinates": [[1.350, -1.042, -1.932], [0.905, -0.438, -1.024], [-0.343, -0.067, -0.897], [-0.592, 0.443, 0.454], [0.734, 0.484, 1.088], [1.636, -0.015, 0.266], [2.820, 0.004, 0.461], [-1.521, -0.429, 1.229], [-2.581, 0.272, 1.556], [-3.440, -0.052, 2.309], [-2.435, 1.686, 0.953], [-1.239, 1.749, 0.414], [-3.225, 2.558, 1.030], [-0.687, -3.783, 0.323], [-1.323, -3.256, 0.844], [-1.080, -4.665, 0.290], [-2.773, -3.380, 2.280], [-3.657, -3.027, 2.110], [-2.824, -3.766, 3.163], [-1.829, -1.643, 4.429], [-1.976, -0.875, 4.993], [-1.842, -1.290, 3.529], [-0.947, 2.648, -2.356], [-0.480, 2.675, -1.513], [-0.371, 3.127, -2.962], [4.547, -2.261, 0.682], [3.953, -1.906, 1.352], [5.432, -2.149, 1.053], [5.063, 0.813, 2.071], [4.248, 0.661, 1.549], [4.785, 0.736, 2.991], [-0.810, -0.192, -4.137], [-1.484, 0.353, -3.713], [-0.144, -0.317, -3.443], [2.602, 2.449, -1.263], [3.247, 2.549, -1.975], [3.110, 2.131, -0.499], [-6.385, 0.047, 3.209], [-6.991, -0.620, 2.867], [-5.643, 0.058, 2.579], [0.069, -4.467, -2.372], [0.926, -4.056, -2.543], [-0.252, -4.046, -1.547], [-6.009, 2.752, 0.404], [-6.486, 3.447, 0.871], [-5.073, 2.839, 0.696], [2.795, 0.012, -4.396], [3.610, 0.400, -4.059], [2.391, -0.401, -3.611], [5.234, -1.346, -2.000], [4.686, -1.648, -1.246], [5.637, -0.532, -1.683], [3.286, -3.918, -2.677], [4.146, -3.478, -2.697], [2.886, -3.616, -1.850], [-2.607, 5.628, 1.571], [-2.233, 4.927, 1.018], [-3.139, 5.155, 2.221], [0.600, 4.309, -0.372], [1.361, 3.727, -0.610], [0.363, 4.038, 0.524]], "charge": -1, "homo_lumo_gap_ev": 9.9, "e_homo_ha": -0.2964}

---

{"formula": "C23H26EuNO3", "method": "ωB97M-V with the def2-TZVPD basis set", "species": ["C", "C", "C", "H", "C", "C", "H", "C", "C", "C", "H", "C", "C", "H", "H", "H", "H", "H", "H", "Eu", "C", "C", "C", "H", "H", "H", "H", "H", "H", "C", "C", "H", "H", "O", "N", "C", "H", "C", "C", "H", "C", "H", "C", "H", "C", "H", "C", "H", "H", "H", "O", "C", "O", "H"], "coordinates": [[2.249, -0.036, 2.887], [2.290, -0.738, 1.661], [1.927, 0.154, 0.626], [2.539, -1.777, 1.541], [1.694, 1.415, 1.214], [1.895, 1.298, 2.600], [1.357, 2.296, 0.700], [-1.234, -1.639, 3.258], [-0.137, -2.356, 2.753], [-0.232, -2.360, 1.344], [0.655, -2.798, 3.334], [-1.381, -1.639, 0.956], [-1.997, -1.199, 2.157], [1.862, -0.075, -0.423], [1.724, 2.076, 3.324], [2.463, -0.443, 3.861], [-2.880, -0.591, 2.227], [0.475, -2.814, 0.674], [-1.438, -1.428, 4.294], [0.064, -0.111, 2.029], [-1.912, -1.431, -0.447], [-3.420, -1.702, -0.426], [-1.229, -2.381, -1.426], [-3.615, -2.712, -0.069], [-3.838, -1.593, -1.421], [-3.933, -1.011, 0.241], [-1.420, -3.419, -1.158], [-0.151, -2.226, -1.435], [-1.609, -2.216, -2.428], [-1.615, 0.026, -0.828], [-2.152, 0.548, -2.143], [-0.530, 0.166, -0.834], [-1.971, 0.687, -0.039], [-3.060, 0.033, -2.788], [-1.551, 1.690, -2.587], [-0.365, 2.321, -2.056], [-1.876, 1.985, -3.494], [0.953, 1.743, -2.521], [2.134, 2.367, -2.125], [2.089, 3.238, -1.483], [3.364, 1.876, -2.531], [4.272, 2.373, -2.214], [3.434, 0.744, -3.333], [4.394, 0.356, -3.646], [2.264, 0.112, -3.723], [2.306, -0.772, -4.346], [1.030, 0.611, -3.321], [0.123, 0.116, -3.639], [-0.392, 2.295, -0.967], [-0.405, 3.376, -2.325], [-0.026, 0.558, 5.217], [-0.837, 1.423, 4.656], [-1.005, 1.426, 3.353], [-1.350, 2.153, 5.269]], "charge": -1, "homo_lumo_gap_ev": [5.3, 7.1], "spin_multiplicity": 8, "e_homo_ha": [-0.0974, -0.1621]}

---

{"formula": "C48H51F5IrN8O3SSi2", "method": "ωB97M-V with the def2-TZVPD basis set", "species": ["Ir", "N", "N", "C", "O", "O", "H", "H", "H", "N", "C", "N", "C", "C", "C", "C", "C", "C", "S", "H", "H", "H", "H", "H", "H", "F", "C", "C", "C", "F", "C", "F", "C", "F", "C", "F", "C", "N", "C", "N", "C", "N", "C", "N", "C", "C", "H", "H", "H", "H", "H", "H", "H", "H", "H", "H", "H", "H", "C", "C", "C", "C", "Si", "O", "C", "C", "C", "C", "C", "C", "C", "C", "C", "C", "C", "C", "H", "H", "H", "H", "H", "H", "H", "H", "H", "H", "H", "H", "H", "H", "H", "H", "H", "H", "H", "C", "C", "C", "C", "C", "C", "Si", "C", "C", "C", "C", "C", "C", "H", "H", "H", "H", "H", "H", "H", "H", "H", "H", "H"], "coordinates": [[-0.076, 0.131, -0.328], [-1.113, -1.664, 0.809], [-2.563, -1.549, 0.904], [-3.008, -0.530, 0.065], [-3.980, 0.148, 0.212], [-2.246, -0.553, -1.150], [-0.939, -2.626, 0.609], [-0.619, -1.324, 1.653], [-2.925, -1.511, 1.855], [-1.957, 1.553, 2.236], [-2.175, 2.392, 1.219], [-1.465, 2.356, 0.134], [-1.845, 3.384, -0.745], [-1.278, 3.663, -2.009], [-1.882, 4.594, -2.824], [-3.024, 5.272, -2.404], [-3.578, 5.077, -1.160], [-2.952, 4.146, -0.330], [-3.431, 3.601, 1.271], [-1.102, 0.994, 2.217], [-2.361, 1.722, 3.131], [-0.437, 3.098, -2.319], [-1.482, 4.781, -3.821], [-3.535, 5.939, -3.096], [-4.475, 5.581, -0.828], [1.983, 2.247, 0.606], [1.957, 2.284, -0.736], [1.124, 1.406, -1.383], [1.165, 1.464, -2.745], [0.282, 0.712, -3.437], [1.968, 2.328, -3.480], [1.923, 2.312, -4.836], [2.806, 3.167, -2.784], [3.646, 3.988, -3.440], [2.800, 3.163, -1.391], [3.615, 3.955, -0.705], [0.970, -3.180, -0.510], [1.889, -4.258, -0.811], [1.954, -4.406, -2.263], [2.401, -3.191, -2.918], [1.441, -2.143, -2.580], [1.353, -1.922, -1.137], [2.673, -1.588, -0.627], [3.659, -2.602, -0.976], [3.240, -3.861, -0.365], [3.711, -2.772, -2.410], [0.976, -3.049, 0.563], [-0.008, -3.467, -0.851], [0.948, -4.659, -2.630], [2.649, -5.207, -2.527], [0.452, -2.411, -2.918], [1.754, -1.216, -3.070], [2.604, -1.552, 0.460], [2.980, -0.628, -0.989], [3.246, -3.761, 0.728], [3.922, -4.671, -0.621], [4.470, -3.525, -2.657], [3.979, -1.832, -2.870], [-1.297, -0.652, 4.391], [0.192, -0.977, 4.558], [0.463, -0.751, 6.045], [0.465, -2.430, 4.198], [1.178, 0.129, 3.344], [0.465, 0.057, 1.860], [1.206, 1.900, 3.938], [1.827, 2.183, 5.138], [1.946, 3.470, 5.611], [1.396, 4.536, 4.901], [0.748, 4.247, 3.694], [0.674, 2.960, 3.224], [3.004, -0.439, 3.384], [3.591, -0.899, 4.570], [4.930, -1.240, 4.633], [5.746, -1.153, 3.514], [5.187, -0.726, 2.307], [3.835, -0.350, 2.271], [-1.884, -1.269, 5.064], [-1.671, -0.818, 3.373], [-1.443, 0.386, 4.663], [-0.329, -1.232, 6.636], [0.473, 0.312, 6.291], [1.393, -1.185, 6.415], [-0.183, -3.116, 4.784], [1.508, -2.701, 4.428], [0.265, -2.660, 3.151], [2.238, 1.372, 5.731], [2.440, 3.584, 6.587], [1.423, 5.545, 5.292], [0.315, 5.028, 3.102], [0.239, 2.797, 2.260], [3.022, -0.983, 5.486], [5.322, -1.583, 5.599], [6.786, -1.433, 3.616], [5.761, -0.680, 1.408], [3.426, 0.066, 1.367], [-1.019, -2.632, -6.186], [-1.077, -3.534, -5.123], [-1.513, -3.045, -3.914], [-1.749, -1.676, -3.804], [-1.477, -0.756, -4.810], [-1.087, -1.256, -6.035], [-3.024, -1.358, -2.538], [-4.529, -0.244, -2.883], [-5.783, -0.812, -3.109], [-6.892, -0.039, -3.332], [-6.768, 1.343, -3.338], [-5.512, 1.936, -3.099], [-4.402, 1.160, -2.882], [-0.874, -3.061, -7.172], [-0.930, -4.592, -5.263], [-1.693, -3.728, -3.078], [-1.688, 0.286, -4.658], [-0.972, -0.596, -6.889], [-3.466, -2.676, -2.046], [-5.879, -1.895, -3.070], [-7.868, -0.504, -3.456], [-7.645, 1.969, -3.489], [-5.425, 3.019, -3.065], [-3.466, 1.590, -2.585]], "homo_lumo_gap_ev": [3.2, 4.8], "spin_multiplicity": 6, "e_homo_ha": [-0.1083, -0.2997]}

---

{"formula": "C28H77N7O7", "method": "ωB97M-V with the def2-TZVPD basis set", "species": ["C", "C", "C", "O", "C", "N", "H", "H", "H", "H", "H", "H", "H", "H", "H", "H", "H", "C", "C", "C", "O", "C", "N", "H", "H", "H", "H", "H", "H", "H", "H", "H", "H", "H", "C", "C", "C", "O", "C", "N", "H", "H", "H", "H", "H", "H", "H", "H", "H", "H", "H", "C", "C", "C", "O", "C", "N", "H", "H", "H", "H", "H", "H", "H", "H", "H", "H", "H", "C", "C", "C", "O", "C", "N", "H", "H", "H", "H", "H", "H", "H", "H", "H", "H", "H", "C", "C", "C", "O", "C", "N", "H", "H", "H", "H", "H", "H", "H", "H", "H", "H", "H", "C", "C", "C", "O", "C", "N", "H", "H", "H", "H", "H", "H", "H", "H", "H", "H", "H"], "coordinates": [[-2.323, -4.898, 3.718], [-2.058, -5.011, 2.229], [-2.337, -3.727, 1.573], [-1.807, -3.424, 0.223], [-1.951, -2.113, -0.289], [-0.687, -5.368, 2.067], [-1.558, -4.431, 4.339], [-2.481, -5.909, 4.093], [-3.347, -4.538, 3.820], [-2.593, -5.789, 1.684], [-1.785, -2.966, 2.123], [-3.388, -3.522, 1.368], [-1.706, -2.091, -1.351], [-1.251, -1.366, 0.085], [-2.978, -1.766, -0.179], [-0.441, -5.244, 1.096], [-0.612, -6.351, 2.284], [-0.129, 1.998, 1.421], [0.763, 1.158, 0.483], [1.326, 2.200, -0.517], [0.387, 2.964, -1.221], [0.749, 3.308, -2.575], [1.768, 0.341, 1.160], [0.559, 2.759, 1.788], [-0.365, 1.384, 2.291], [-0.991, 2.500, 0.982], [0.117, 0.435, -0.015], [2.103, 1.604, -0.995], [1.967, 2.908, 0.008], [1.141, 2.462, -3.140], [1.629, 3.949, -2.632], [-0.051, 3.712, -3.194], [1.298, -0.299, 1.784], [2.316, 0.983, 1.716], [0.640, -0.067, -7.839], [0.448, -1.306, -6.902], [-1.070, -1.374, -6.465], [-1.398, -0.254, -5.608], [-1.076, -0.373, -4.249], [0.774, -2.545, -7.625], [0.240, 0.818, -7.344], [0.058, -0.155, -8.756], [1.709, 0.107, -7.960], [1.043, -1.110, -6.010], [-1.346, -2.313, -5.985], [-1.716, -1.278, -7.338], [-1.067, 0.575, -3.711], [-0.115, -0.858, -4.079], [-1.824, -0.942, -3.696], [0.788, -3.421, -7.123], [0.128, -2.770, -8.368], [-3.277, -2.032, 5.734], [-3.975, -0.675, 5.442], [-4.752, -0.650, 4.066], [-3.904, -0.847, 2.927], [-2.985, 0.255, 2.654], [-4.725, -0.350, 6.645], [-4.048, -2.714, 6.094], [-2.618, -2.042, 6.602], [-2.777, -2.467, 4.868], [-3.125, 0.006, 5.383], [-5.455, 0.176, 3.954], [-5.286, -1.599, 4.016], [-2.354, -0.052, 1.819], [-2.368, 0.522, 3.512], [-3.530, 1.124, 2.286], [-4.921, 0.635, 6.534], [-5.703, -0.576, 6.527], [0.120, 5.848, -7.962], [-0.334, 4.366, -7.802], [0.143, 3.375, -8.856], [-0.794, 3.227, -9.906], [-0.333, 2.573, -11.019], [0.099, 3.978, -6.489], [-0.196, 6.524, -7.166], [-0.486, 6.210, -8.793], [1.132, 6.036, -8.319], [-1.417, 4.475, -7.856], [0.412, 2.413, -8.420], [1.116, 3.725, -9.203], [-0.322, 1.489, -11.126], [0.711, 2.854, -11.160], [-0.713, 3.066, -11.913], [-0.394, 4.517, -5.792], [-0.210, 3.031, -6.323], [5.337, 2.233, 4.551], [4.215, 1.814, 5.503], [3.645, 3.053, 6.302], [2.814, 2.688, 7.415], [2.236, 3.861, 8.020], [3.262, 1.116, 4.740], [5.911, 3.004, 5.066], [4.841, 2.664, 3.681], [6.026, 1.478, 4.172], [4.632, 1.127, 6.241], [2.992, 3.668, 5.683], [4.502, 3.653, 6.607], [2.403, 4.746, 7.406], [2.563, 4.000, 9.050], [1.165, 3.677, 8.107], [2.703, 0.700, 5.471], [3.600, 0.287, 4.272], [2.767, -4.710, 2.500], [2.056, -3.425, 2.125], [1.049, -2.921, 3.283], [0.864, -1.553, 3.233], [-0.056, -1.076, 4.160], [3.156, -2.507, 1.846], [2.151, -5.596, 2.343], [2.991, -4.689, 3.567], [3.725, -4.764, 1.983], [1.496, -3.529, 1.195], [1.319, -3.267, 4.280], [0.122, -3.491, 3.218], [-0.094, -1.529, 5.150], [-1.058, -1.356, 3.834], [0.054, 0.005, 4.253], [2.841, -1.568, 1.652], [3.540, -2.805, 0.960]], "homo_lumo_gap_ev": 9.5, "smiles": "COC[C@H](C)N.COC[C@H](C)N.COC[C@H](C)N.COC[C@H](C)N.COC[C@H](C)N.COC[C@H](C)N.COC[C@H](C)N", "e_homo_ha": -0.3219}

---

{"formula": "C37H54FN8O3PSW", "method": "ωB97M-V with the def2-TZVPD basis set", "species": ["W", "C", "C", "N", "N", "C", "N", "S", "C", "C", "C", "C", "C", "N", "H", "H", "H", "H", "H", "H", "H", "H", "H", "F", "C", "C", "C", "C", "O", "C", "C", "N", "C", "C", "C", "C", "C", "C", "N", "C", "C", "N", "C", "C", "C", "O", "O", "H", "H", "H", "H", "H", "H", "H", "H", "H", "H", "H", "H", "H", "H", "H", "H", "H", "H", "C", "C", "C", "C", "P", "N", "C", "C", "C", "C", "C", "C", "C", "C", "H", "H", "H", "H", "H", "H", "H", "H", "H", "H", "H", "H", "H", "H", "H", "H", "H", "H", "H", "H", "H", "H", "H", "H", "H", "H", "H"], "coordinates": [[0.587, 1.732, 1.647], [-1.710, 0.755, 4.608], [-0.705, 1.551, 3.839], [-1.030, 2.228, 2.724], [-2.305, 2.479, 2.362], [-2.298, 3.062, 1.183], [-3.494, 3.426, 0.640], [-0.830, 3.345, 0.329], [0.644, 1.757, 4.285], [1.156, 1.292, 5.516], [2.438, 1.611, 5.849], [3.234, 2.360, 4.952], [2.730, 2.705, 3.739], [1.454, 2.388, 3.385], [-2.502, 0.422, 3.938], [-2.180, 1.359, 5.387], [-1.246, -0.110, 5.080], [-4.252, 3.550, 1.293], [-3.465, 4.075, -0.128], [0.524, 0.729, 6.186], [2.848, 1.301, 6.800], [4.244, 2.644, 5.210], [3.301, 3.241, 2.997], [-4.264, -0.623, -2.414], [-3.483, -1.370, -1.612], [-2.548, -0.755, -0.837], [-1.777, -1.526, 0.044], [-0.766, -0.897, 0.862], [-0.639, 0.367, 0.786], [-0.005, -1.715, 1.709], [-0.280, -3.058, 1.756], [-1.231, -3.653, 1.026], [-1.430, -5.089, 1.145], [-2.711, -5.590, 1.744], [-1.427, -5.701, 2.510], [-1.989, -2.907, 0.131], [-2.933, -3.517, -0.708], [-3.687, -2.765, -1.586], [-4.640, -3.419, -2.407], [-5.802, -3.980, -1.738], [-6.381, -5.114, -2.562], [-6.716, -4.596, -3.937], [-5.513, -3.971, -4.598], [-4.983, -2.864, -3.705], [1.109, -1.185, 2.574], [1.570, -1.899, 3.435], [1.545, 0.006, 2.282], [-2.416, 0.319, -0.873], [0.296, -3.689, 2.420], [-0.980, -5.646, 0.332], [-3.143, -6.487, 1.324], [-3.419, -4.846, 2.085], [-0.961, -6.669, 2.611], [-1.303, -5.045, 3.360], [-3.059, -4.590, -0.694], [-6.577, -3.214, -1.569], [-5.525, -4.373, -0.762], [-7.292, -5.519, -2.125], [-5.653, -5.910, -2.706], [-7.457, -3.895, -3.861], [-7.088, -5.349, -4.518], [-5.828, -3.594, -5.568], [-4.783, -4.768, -4.729], [-5.728, -2.060, -3.639], [-4.098, -2.445, -4.181], [1.476, 4.081, -2.367], [2.800, 3.988, -1.590], [2.734, 5.051, -0.476], [3.941, 4.322, -2.559], [2.919, 2.298, -0.802], [1.857, 2.199, 0.393], [2.452, 0.958, -2.025], [3.217, 1.050, -3.353], [2.735, -0.411, -1.386], [0.941, 1.016, -2.328], [4.626, 2.028, -0.077], [5.051, 3.315, 0.650], [4.584, 0.921, 0.993], [5.703, 1.684, -1.113], [1.339, 5.122, -2.662], [0.614, 3.794, -1.765], [1.488, 3.489, -3.280], [2.395, 5.985, -0.927], [3.700, 5.247, -0.017], [2.021, 4.782, 0.304], [3.718, 5.289, -3.017], [4.038, 3.597, -3.366], [4.904, 4.418, -2.065], [4.297, 1.025, -3.230], [2.954, 1.939, -3.921], [2.939, 0.184, -3.960], [3.799, -0.624, -1.318], [2.296, -1.177, -2.030], [2.297, -0.502, -0.390], [0.705, 1.731, -3.111], [0.337, 1.264, -1.456], [0.633, 0.030, -2.685], [4.286, 3.674, 1.337], [5.306, 4.123, -0.030], [5.945, 3.088, 1.234], [3.765, 1.049, 1.698], [5.521, 0.969, 1.551], [4.513, -0.078, 0.575], [5.767, 2.407, -1.925], [5.567, 0.691, -1.538], [6.668, 1.682, -0.602]], "charge": 2, "homo_lumo_gap_ev": [5.3, 5.3], "e_homo_ha": [-0.3844, -0.3845]}

---

{"formula": "C5H8O", "method": "ωB97M-V with the def2-TZVPD basis set", "species": ["O", "C", "C", "C", "C", "C", "H", "H", "H", "H", "H", "H", "H", "H"], "coordinates": [[-1.923, 0.445, 0.562], [-0.925, 0.187, -0.412], [0.266, 1.169, -0.287], [1.352, 0.343, 0.362], [1.045, -0.953, 0.377], [-0.299, -1.220, -0.255], [-1.483, 0.694, 1.381], [-1.439, 0.287, -1.372], [-0.023, 2.050, 0.298], [0.592, 1.542, -1.268], [2.280, 0.771, 0.732], [1.688, -1.742, 0.759], [-0.176, -1.719, -1.227], [-0.953, -1.855, 0.352]], "homo_lumo_gap_ev": 10.5, "smiles": "OC1CC=CC1", "e_homo_ha": -0.3460}

---

Quick rundown of energy above the lowest of the compared OMol25 structures with the same formula, charge and spin, same order as above: 24.1; 4.7; 0.0; 114.6; 0.0; 17.1 kcal per mole